# 1
{
  "formula": "C4H6O2Tl",
  "method": "wB97M-V/def2-TZVPD",
  "species": ["O", "C", "H", "H", "C", "C", "C", "O", "Tl", "H", "H", "H", "H"],
  "positions_angstrom": [[2.4648, 0.6494, -0.7846], [1.6229, -0.4795, -0.6121], [2.6352, 0.7127, -1.7307], [2.0490, -1.1496, 0.1508], [0.2043, -0.2324, -0.6327], [-0.5659, -0.5012, 0.4894], [-1.4550, 0.5322, 1.1787], [-2.4860, 1.0337, 0.3938], [-2.4541, 0.3300, -1.3953], [-0.4340, -1.4569, 1.0354], [1.0571, -0.8625, -1.7547], [-0.7867, 1.3545, 1.5424], [-1.8517, 0.0695, 2.1196]],
  "atomic_forces_ev_per_a": [[0.27, -0.18, -0.63], [-2.16, -1.91, -3.63], [0.01, 0.21, 0.21], [-0.03, -0.03, -0.31], [-1.54, 3.25, 4.56], [0.50, -1.15, -0.91], [-0.15, -0.36, 0.46], [-0.35, 2.07, 4.48], [0.18, -1.73, -5.06], [0.51, 0.50, 0.48], [3.01, -0.49, 1.14], [-0.33, -0.29, -0.32], [0.08, 0.11, -0.47]],
  "lowdin_charge": [-0.10, -0.38, 0.06, 0.10, -0.31, -0.30, -0.46, -0.61, 0.60, 0.06, 0.15, 0.10, 0.09],
  "relative_energy_kcal_mol": 62.2,
  "total_charge": -1,
  "homo_energy_ev": -2.545,
  "energy_ha": -478.76962,
  "e_lumo_ev": 3.33
}

=====

# 2
{
  "formula": "C4H6O3P",
  "method": "wB97M-V/def2-TZVPD",
  "species": ["C", "C", "O", "C", "P", "C", "O", "O", "H", "H", "H", "H", "H", "H"],
  "positions_angstrom": [[-1.3916, 1.3726, 0.2277], [-1.5432, -0.1666, 0.1687], [-2.9828, -0.4392, 0.1320], [-0.6952, -1.2202, 0.0804], [1.0229, -0.8675, -0.1024], [2.9151, 0.3226, -0.1835], [2.8645, 1.4406, 0.0323], [3.6775, -0.5090, -0.6478], [-0.7462, 1.5919, 1.1211], [-2.3789, 1.7282, 0.0998], [-0.6456, 1.6645, -0.5520], [-2.8809, -1.4132, 0.0835], [1.1473, -1.5683, -1.2977], [1.6371, -1.9367, 0.8377]],
  "atomic_forces_ev_per_a": [[3.18, -2.16, -0.01], [-0.32, -0.39, -0.40], [1.91, -0.67, 0.17], [-1.45, 2.00, 0.46], [0.73, -2.29, 1.55], [1.08, -5.12, -2.58], [-0.81, 5.80, 1.83], [-0.63, -0.39, 0.63], [-1.47, 0.30, -0.22], [-0.60, 1.23, 0.27], [-1.07, 0.03, 0.02], [-0.59, 0.37, -0.01], [0.70, -0.11, -0.32], [-0.65, 1.40, -1.40]],
  "lowdin_charge": [-0.08, -0.53, -0.13, -0.41, 0.84, -0.83, 0.06, -0.06, 0.08, 0.04, 0.07, 0.05, -0.07, -0.01],
  "smiles": "CC(O)=C=[PH2]C(=O)[O-]",
  "relative_energy_kcal_mol": 58.3,
  "total_charge": -1,
  "homo_energy_ev": -3.264,
  "energy_ha": -723.03467,
  "e_lumo_ev": 3.87
}

=====

# 3
{
  "formula": "C4H6O3Ru",
  "method": "wB97M-V/def2-TZVPD",
  "species": ["O", "O", "O", "C", "C", "C", "H", "H", "H", "Ru", "C", "H", "H", "H"],
  "positions_angstrom": [[1.2346, 1.1402, -1.5812], [-0.1294, 1.0974, 0.1661], [0.7470, -0.8146, -0.6002], [-1.0750, 0.3287, 0.9090], [-1.8897, 1.2522, 1.7378], [0.7075, 0.5474, -0.6793], [-2.6087, 0.6778, 2.3349], [-1.2652, 1.8435, 2.4309], [-2.4549, 1.9726, 1.1198], [-0.8510, -1.6324, 0.4694], [1.7230, -1.4758, -1.4335], [1.5417, -1.2732, -2.4932], [1.6037, -2.5444, -1.2337], [2.7163, -1.1194, -1.1466]],
  "atomic_forces_ev_per_a": [[-0.34, -1.29, 2.04], [-1.18, -1.29, 1.30], [-0.64, -1.05, 0.90], [1.18, 3.98, -0.30], [-1.05, -0.64, 0.78], [0.85, 3.26, -3.67], [0.03, 0.29, -0.01], [0.16, -0.38, -0.22], [0.18, -0.37, -0.15], [-0.24, -1.72, 0.06], [1.28, -1.00, -1.05], [-0.17, 0.16, 0.27], [0.14, 0.14, 0.01], [-0.19, -0.10, 0.02]],
  "lowdin_charge": [0.30, 0.11, -0.22, -0.26, -0.03, -0.55, 0.10, 0.13, 0.13, 1.83, 0.06, 0.14, 0.12, 0.14],
  "multiplicity": 7,
  "s_squared": 12.01,
  "relative_energy_kcal_mol": 29.2,
  "total_charge": 2,
  "homo_energy_ev": [-17.721, -20.441],
  "energy_ha": -475.58127,
  "e_lumo_ev": [-11.46, -14.39]
}